(1)
{
  "formula": "C42H31Br2Cl42F6O6PS",
  "method": "the ωB97M-V functional and the def2-TZVPD basis",
  "multiplicity": 1,
  "charge": 0,
  "symbols": ["Br", "Br", "Cl", "Cl", "Cl", "Cl", "Cl", "Cl", "Cl", "Cl", "Cl", "Cl", "Cl", "Cl", "Cl", "Cl", "Cl", "Cl", "Cl", "Cl", "Cl", "Cl", "Cl", "Cl", "Cl", "Cl", "Cl", "Cl", "Cl", "Cl", "Cl", "Cl", "Cl", "Cl", "Cl", "Cl", "Cl", "Cl", "Cl", "Cl", "Cl", "Cl", "Cl", "Cl", "S", "P", "F", "F", "F", "F", "F", "F", "O", "O", "O", "O", "O", "O", "C", "C", "C", "C", "C", "C", "C", "C", "C", "C", "C", "C", "C", "C", "C", "C", "C", "C", "C", "C", "C", "C", "C", "C", "C", "C", "C", "C", "C", "C", "C", "C", "C", "C", "C", "C", "C", "C", "C", "C", "C", "C", "H", "H", "H", "H", "H", "H", "H", "H", "H", "H", "H", "H", "H", "H", "H", "H", "H", "H", "H", "H", "H", "H", "H", "H", "H", "H", "H", "H", "H", "H", "H"],
  "coordinates": [[-7.96, -3.12, 2.27], [-3.94, 4.28, 1.88], [-12.09, 2.94, 1.86], [1.42, -2.10, 6.85], [5.79, -8.57, -0.63], [3.66, -4.68, 1.90], [9.95, 2.59, 0.09], [9.53, -0.25, 0.53], [-10.70, 5.41, 1.17], [11.44, -8.24, 0.15], [3.62, 9.43, -1.91], [6.29, -6.43, -5.01], [-0.62, -3.84, 7.97], [5.05, -0.83, 4.42], [2.71, -1.61, -6.55], [0.67, -0.36, -9.06], [-2.50, 7.29, 2.43], [6.50, -5.19, 1.54], [5.44, -4.73, 4.20], [10.39, -7.79, 2.82], [8.09, -8.16, -2.38], [8.61, -7.74, 0.53], [5.50, -8.84, -3.50], [5.83, -3.89, -2.90], [2.96, -4.33, -2.82], [0.40, -0.08, -5.69], [5.31, 7.78, -3.60], [7.34, 1.41, -0.40], [-4.45, -5.80, 1.61], [-7.30, -5.91, 1.27], [4.62, -4.42, -6.29], [3.52, 6.54, -1.68], [-2.09, -0.85, -9.80], [6.93, 1.20, 3.55], [4.04, -1.76, -2.02], [-5.84, -8.32, 1.96], [-0.49, 5.56, 1.22], [-13.29, 5.52, 2.48], [5.46, -0.34, 1.58], [6.09, -6.33, -7.90], [0.09, 6.95, 3.70], [2.88, 0.09, -4.20], [1.31, -4.89, 6.06], [-1.18, 1.86, -9.31], [-8.28, 3.25, 3.10], [-8.50, 2.46, 1.32], [2.33, 4.64, -1.00], [3.75, 2.81, -1.56], [3.45, 0.24, -0.90], [0.90, 3.36, 0.01], [4.17, 2.46, 0.52], [1.68, 1.25, -1.66], [1.86, 4.20, 2.46], [-8.09, -1.42, 0.15], [-4.55, -1.91, 1.12], [-2.71, 1.46, -2.13], [2.39, 0.57, 1.70], [3.46, 5.22, 1.33], [-6.23, 2.90, -0.26], [-2.57, -1.98, 3.90], [2.22, 3.70, -0.03], [0.28, 0.17, 0.71], [5.41, 0.38, 3.19], [-2.00, -2.23, 2.71], [-6.24, 0.71, 1.01], [-4.11, -0.83, 0.86], [-2.56, -0.56, 0.84], [-0.73, 0.27, -9.93], [-1.60, -1.18, 1.70], [-0.77, 7.03, 2.17], [2.46, 1.14, -0.58], [-4.95, 0.40, 0.49], [-4.74, 5.39, 0.43], [4.55, 7.93, -2.01], [2.16, -0.11, -5.80], [-7.05, -0.20, 1.97], [5.24, -6.07, -6.38], [-6.81, 4.26, -0.65], [2.57, 4.43, 1.32], [-2.05, 0.41, -0.09], [-4.98, 2.55, -0.83], [1.73, 0.60, 0.69], [1.45, -1.76, 3.47], [9.08, 1.15, -0.45], [0.68, -1.50, 2.58], [4.24, -3.14, -3.10], [3.18, 2.51, -0.38], [10.23, -7.38, 1.11], [-3.00, 1.09, -1.03], [-7.70, -1.44, 1.26], [5.29, -4.32, 2.48], [-6.30, 5.28, 0.44], [-0.21, -0.80, 1.63], [-12.28, 4.62, 1.34], [1.04, -3.74, 7.38], [-4.38, 1.34, -0.43], [-6.85, 1.96, 0.63], [6.33, -7.99, -2.20], [-5.79, -6.79, 1.08], [-0.69, 0.76, -0.15], [-4.47, 3.22, -1.52], [-2.37, -1.07, 4.48], [4.39, -6.75, -6.34], [-5.65, -7.01, 0.02], [-12.77, 4.63, 0.38], [-0.47, 0.37, -10.97], [-6.33, 4.55, -1.61], [10.41, -6.32, 1.00], [-0.41, 1.54, -0.88], [5.47, -3.26, 2.37], [1.71, -4.00, 8.19], [-0.38, 7.87, 1.60], [-7.93, 0.35, 2.37], [-4.38, 6.41, 0.63], [2.47, 0.72, -6.42], [-9.12, 3.44, 0.51], [4.61, 1.12, 3.20], [0.92, 4.43, 2.33], [-6.57, 4.87, 1.42], [-6.70, 6.30, 0.30], [9.36, 0.95, -1.48], [4.16, -2.78, -4.12], [-7.90, 4.29, -0.78], [-1.78, -3.26, 2.42], [6.09, -6.93, -2.28], [-6.45, -0.47, 2.86], [-4.28, 5.07, -0.52], [5.33, 7.97, -1.27], [-9.39, 1.36, 1.39], [2.07, -1.88, 4.36], [-3.24, -2.75, 4.32]]
}

***

(2)
{
  "formula": "C10H8AlCl3N2OSSe2Te2",
  "method": "the ωB97M-V functional and the def2-TZVPD basis",
  "multiplicity": 1,
  "charge": 0,
  "symbols": ["Te", "Te", "Se", "Se", "Cl", "Cl", "Cl", "S", "Al", "O", "N", "N", "C", "C", "C", "C", "C", "C", "C", "C", "C", "C", "H", "H", "H", "H", "H", "H", "H", "H"],
  "coordinates": [[0.01, 4.18, -0.29], [-2.02, 3.47, 1.31], [-1.02, 1.25, 2.02], [-0.21, 2.19, -1.81], [7.17, -0.70, -1.19], [3.49, 0.82, 2.43], [1.93, -1.02, -2.37], [-1.22, -1.21, -0.84], [0.02, 0.61, -0.05], [1.58, 0.05, 0.38], [-3.64, -1.00, 0.42], [-3.22, 0.67, -0.86], [-2.73, -0.50, -0.41], [2.84, -0.11, 0.00], [-4.71, -0.12, 0.53], [5.51, -0.47, -0.74], [-3.45, -2.22, 1.20], [3.19, -0.61, -1.26], [5.21, 0.02, 0.52], [-4.44, 0.93, -0.27], [4.51, -0.79, -1.64], [3.88, 0.20, 0.87], [-2.66, 1.32, -1.41], [-2.58, -2.11, 1.83], [-4.99, 1.82, -0.47], [5.99, 0.27, 1.22], [-5.55, -0.33, 1.16], [-3.31, -3.07, 0.53], [-4.34, -2.38, 1.81], [4.75, -1.17, -2.62]]
}

***

(3)
{
  "formula": "C8H7HfO6",
  "method": "the ωB97M-V functional and the def2-TZVPD basis",
  "multiplicity": 1,
  "charge": 3,
  "symbols": ["Hf", "O", "O", "O", "O", "O", "O", "C", "C", "C", "C", "C", "C", "C", "C", "H", "H", "H", "H", "H", "H", "H"],
  "coordinates": [[0.02, 0.75, -0.12], [-1.22, -3.57, 0.01], [-1.60, 1.76, -0.79], [0.96, -1.03, -2.83], [1.63, -1.68, 0.64], [-0.31, -0.19, 3.13], [1.41, 2.13, 0.11], [3.58, 2.42, -0.75], [2.85, 3.08, 1.64], [0.63, -0.37, -1.92], [2.59, 2.53, 0.32], [-2.04, 0.58, -0.46], [-0.25, 0.13, 2.02], [0.42, -1.65, 0.32], [-0.38, -2.74, 0.12], [1.99, 3.67, 1.99], [2.98, 2.28, 2.39], [3.75, 3.69, 1.54], [3.16, 2.72, -1.72], [4.41, 3.08, -0.51], [3.98, 1.39, -0.85], [-3.01, 0.09, -0.57]]
}

***

(4)
{
  "formula": "C4H7N3OS",
  "method": "the ωB97M-V functional and the def2-TZVPD basis",
  "de_lowest_kcal_mol": 83.1,
  "multiplicity": 1,
  "charge": 0,
  "symbols": ["S", "O", "N", "N", "N", "C", "C", "C", "C", "H", "H", "H", "H", "H", "H", "H"],
  "coordinates": [[1.38, -0.38, -1.23], [0.23, -1.26, -1.00], [-2.08, 0.72, -1.53], [-0.29, 2.23, -1.43], [-0.99, 1.20, 1.43], [-1.26, 1.62, -1.56], [-1.05, 0.04, 1.46], [2.48, -0.20, -0.03], [-1.37, -1.37, 1.54], [-0.59, -2.02, 1.91], [-2.47, 0.41, -2.40], [-2.40, -1.50, 2.07], [3.19, 0.57, -0.38], [2.76, -0.66, 0.98], [-0.24, 3.14, -0.94], [-1.64, -1.69, 0.41]]
}

***

(5)
{
  "formula": "C5H12NS2",
  "method": "the ωB97M-V functional and the def2-TZVPD basis",
  "de_lowest_kcal_mol": 108.3,
  "multiplicity": 1,
  "charge": 1,
  "symbols": ["S", "S", "N", "C", "C", "C", "C", "C", "H", "H", "H", "H", "H", "H", "H", "H", "H", "H", "H", "H"],
  "coordinates": [[0.11, 2.23, -0.42], [2.29, 0.45, -1.31], [1.06, -1.85, 0.50], [-0.98, -0.45, 1.17], [0.35, -0.53, 0.52], [-1.85, 3.56, -0.07], [0.76, -2.67, -0.73], [0.89, 0.48, -0.22], [-0.90, -0.66, 2.35], [-2.46, 2.90, 0.57], [2.02, -1.66, 0.55], [2.04, 1.61, -2.02], [1.23, -3.64, -0.73], [-1.24, 4.28, 0.50], [-1.28, 0.63, 1.14], [-2.05, 3.94, -1.06], [-0.31, -2.84, -1.02], [1.37, -2.30, -1.57], [-1.70, -1.03, 0.62], [0.63, -2.45, 1.24]]
}

***

(6)
{
  "formula": "CH3ClO2P",
  "method": "the ωB97M-V functional and the def2-TZVPD basis",
  "de_lowest_kcal_mol": 20.0,
  "multiplicity": 1,
  "charge": -1,
  "symbols": ["Cl", "P", "O", "O", "C", "H", "H", "H"],
  "coordinates": [[-1.92, 1.88, 0.07], [-0.55, -0.84, 0.00], [-0.68, -1.54, -1.27], [-0.99, -1.32, 1.31], [0.90, 0.35, -0.01], [1.47, 0.00, 0.83], [0.40, 1.31, 0.16], [1.38, 0.16, -1.08]]
}

***

The records above give, respectively, HOMO level values of -8.830 -7.678 -22.442 -9.419 -12.097 -4.861 eV.
The records above give, respectively, max |F| values of 1.84 0.11 11.78 7.35 4.32 2.69 eV/Å.
The records above give, respectively, orbital gap values of 7.15 7.31 7.37 9.53 7.52 8.70 eV.